{
  "formula": "C77H82N8O13",
  "method": "wB97M-V/def2-TZVPD",
  "species": ["H", "O", "C", "C", "H", "C", "H", "N", "H", "H", "H", "N", "C", "N", "H", "H", "C", "H", "H", "C", "C", "H", "C", "H", "N", "H", "C", "O", "N", "H", "C", "H", "C", "C", "C", "O", "C", "C", "H", "C", "N", "H", "C", "C", "C", "C", "C", "C", "H", "H", "C", "H", "O", "C", "H", "H", "H", "C", "H", "C", "H", "H", "H", "H", "H", "H", "C", "O", "C", "N", "C", "H", "H", "C", "H", "H", "C", "H", "H", "C", "O", "H", "C", "O", "C", "C", "H", "C", "H", "C", "H", "C", "O", "C", "C", "O", "H", "H", "H", "C", "N", "C", "H", "O", "C", "C", "C", "H", "H", "C", "C", "C", "H", "H", "H", "C", "C", "H", "O", "H", "H", "H", "C", "H", "C", "H", "O", "C", "C", "C", "H", "C", "H", "C", "C", "H", "H", "H", "H", "C", "H", "H", "H", "H", "C", "C", "C", "C", "H", "C", "C", "H", "C", "H", "H", "H", "C", "H", "C", "C", "H", "H", "C", "H", "C", "C", "C", "H", "H", "C", "O", "C", "H", "H", "H", "H", "C", "H", "C", "H"],
  "positions_angstrom": [[-14.561283, 14.272960, 31.055314], [-10.177779, 2.358268, 36.766975], [-12.882889, 20.979437, 38.606764], [-17.986663, 15.637113, 34.894398], [-19.520345, 10.842747, 40.963305], [-11.592923, 20.235411, 38.057419], [-19.101912, 10.449207, 37.608191], [-19.054693, 8.397109, 39.484945], [-16.798793, 13.272191, 31.089525], [-19.112946, 18.795991, 37.939368], [-8.611907, 19.052691, 39.174291], [-14.477068, 14.791282, 46.483161], [-12.855418, 13.088861, 41.065126], [-11.004312, 19.450835, 40.243207], [-8.728689, 21.501610, 38.776544], [-20.552994, 7.940130, 42.707748], [-10.059404, 8.407564, 36.110247], [-7.629365, 6.734747, 37.584735], [-13.070008, 21.740277, 41.891849], [-14.228885, 13.585378, 46.040842], [-14.887807, 15.495206, 32.617976], [-14.845269, 17.114492, 39.914838], [-13.559100, 6.135100, 37.746305], [-18.118231, 10.861120, 38.899150], [-5.767871, 9.150488, 42.433273], [-18.508782, 7.647045, 36.757350], [-16.563285, 13.971036, 31.878553], [-6.816755, 11.671977, 37.902156], [-8.782588, 12.919069, 42.801247], [-9.872323, 21.703631, 40.192442], [-7.611098, 8.919100, 37.403484], [-13.188988, 9.641734, 37.959871], [-7.617388, 4.892927, 39.588845], [-17.456481, 14.330676, 32.850580], [-9.660852, 9.767122, 36.343804], [-12.378899, 13.600503, 42.140997], [-15.351206, 16.894599, 34.679757], [-12.100348, 21.300673, 41.658159], [-5.023538, 8.785475, 43.010181], [-12.775120, 18.847127, 41.855970], [-7.732155, 8.558672, 41.657764], [-15.863911, 8.871714, 38.995616], [-13.999261, 15.256906, 40.463681], [-13.434939, 5.333227, 36.590190], [-13.191186, 11.151243, 39.501073], [-9.423720, 19.148803, 38.453306], [-8.382034, 10.025201, 36.984781], [-8.495754, 11.856932, 43.576416], [-12.471408, 3.759750, 35.744405], [-14.956714, 18.899693, 36.502181], [-18.303984, 18.417630, 37.332065], [-9.048817, 13.806742, 43.202816], [-10.158005, 6.292674, 40.375350], [-15.681010, 15.457122, 38.701965], [-10.296563, 22.257036, 38.625536], [-8.344448, 7.816891, 41.349645], [-12.617862, 17.797763, 41.606562], [-12.412542, 4.425314, 36.592908], [-8.063877, 9.354027, 42.184516], [-18.600320, 17.270072, 36.699881], [-19.547168, 16.769148, 36.837562], [-20.915215, 7.158402, 41.203797], [-14.387045, 6.820211, 37.853709], [-12.239388, 19.017211, 42.789859], [-7.673208, 5.510199, 40.473297], [-12.297999, 7.068226, 39.353239], [-6.552038, 8.204426, 41.999319], [-6.161220, 7.112632, 41.928043], [-14.634652, 13.288270, 39.141122], [-9.338719, 11.747630, 44.509266], [-8.985750, 12.517959, 37.197593], [-11.746196, 15.220171, 37.488940], [-16.952116, 19.742617, 38.091137], [-6.573677, 3.334365, 38.123922], [-20.743863, 10.152953, 41.972388], [-6.753875, 9.114803, 38.030593], [-7.950081, 11.452415, 37.308241], [-7.907116, 2.779190, 36.455535], [-13.314834, 15.630029, 41.211171], [-10.591931, 10.924232, 36.191360], [-11.703704, 10.700663, 35.728361], [-5.624966, 4.186902, 39.814338], [-8.903256, 4.756523, 38.976353], [-19.104656, 15.203922, 34.993318], [-9.756732, 21.459716, 39.136389], [-9.795150, 14.805185, 37.802548], [-20.935464, 10.054673, 40.154003], [-16.798517, 8.742396, 39.541405], [-10.092906, 12.407607, 44.383900], [-15.737023, 15.805923, 33.711185], [-15.106234, 14.078298, 44.348737], [-12.669189, 9.985068, 38.842103], [-14.282781, 17.500588, 34.620944], [-8.950815, 3.791047, 37.973015], [-17.921106, 8.784405, 38.644256], [-20.251850, 8.069141, 38.697110], [-14.189739, 5.471953, 35.830302], [-13.671490, 21.246489, 37.903275], [-9.497178, 6.380006, 36.184797], [-13.917564, 13.912469, 40.220535], [-14.512368, 13.389223, 44.787603], [-11.325743, 4.444294, 37.506702], [-12.858966, 22.048290, 38.819058], [-7.616998, 11.012134, 43.246889], [-11.010147, 14.433269, 37.415378], [-16.956551, 15.200147, 33.834997], [-6.539896, 4.168575, 39.240799], [-15.919112, 9.666658, 41.414148], [-5.685590, 2.839601, 37.759367], [-17.619669, 16.780272, 35.815283], [-12.354307, 6.259500, 38.639664], [-10.100835, 5.507720, 39.385615], [-14.011544, 12.631432, 44.345984], [-16.991187, 10.664726, 40.647244], [-17.630018, 6.873332, 38.047349], [-15.603228, 14.097946, 38.462706], [-19.383410, 8.805797, 40.933451], [-9.732251, 15.761903, 38.299668], [-13.847400, 12.726373, 46.716838], [-7.778725, 14.109742, 38.011975], [-18.278829, 9.589418, 42.604964], [-20.144810, 7.161492, 38.403302], [-16.883098, 9.611996, 40.908336], [-13.871461, 15.851823, 32.538866], [-10.413735, 20.053988, 39.003731], [-13.818730, 19.106741, 42.033699], [-10.211989, 18.988746, 41.287433], [-17.076412, 19.017082, 37.300839], [-15.960264, 18.503021, 36.546334], [-11.314146, 5.401458, 38.522532], [-16.761476, 7.834893, 37.028940], [-10.284616, 12.287807, 36.725029], [-17.329959, 10.558941, 37.364002], [-20.114840, 7.656704, 41.750783], [-13.282635, 20.137235, 39.691998], [-13.530898, 19.127886, 39.363868], [-14.170938, 14.935593, 47.434777], [-9.754799, 9.759720, 40.675562], [-11.640561, 22.072564, 41.041011], [-14.339131, 11.810106, 38.890908], [-10.996260, 8.261792, 35.593073], [-11.406706, 21.146923, 42.484783], [-11.294579, 20.841478, 37.201982], [-16.747948, 7.693059, 39.831963], [-8.775910, 13.879515, 37.667000], [-14.847254, 16.058020, 39.690647], [-11.156259, 11.235680, 40.876905], [-10.721198, 10.097548, 40.331555], [-19.393164, 6.843949, 41.832780], [-11.315030, 13.140169, 36.960391], [-9.238467, 7.387785, 36.474377], [-18.478005, 13.983220, 32.897095], [-7.739974, 3.278513, 37.398470], [-10.600941, 11.771199, 41.632710], [-9.360554, 10.758620, 44.712943], [-12.319145, 13.055836, 36.571742], [-16.268398, 17.359703, 35.732317], [-10.573124, 18.106213, 41.398488], [-11.448372, 9.427740, 39.334194], [-18.003632, 9.014500, 41.720739], [-12.015912, 19.297822, 37.696705], [-16.498813, 15.943598, 38.191155], [-18.123483, 10.210171, 38.024889], [-16.261930, 13.615634, 37.755676], [-15.270500, 14.507634, 31.835274], [-12.289358, 19.909118, 40.812374], [-12.371333, 11.752078, 40.508793], [-9.873468, 18.169534, 38.289374], [-15.190194, 15.387267, 46.087764], [-10.217712, 3.441446, 37.381007], [-15.071263, 11.223333, 38.141333], [-8.104063, 7.621288, 37.190899], [-11.082429, 8.614605, 38.724842], [-6.133702, 10.080546, 42.287431], [-8.098786, 12.983071, 42.060688], [-14.238231, 20.454987, 40.109103], [-17.739124, 7.815687, 37.510540], [-17.687980, 8.063269, 42.149263], [-20.254677, 10.038318, 41.005101], [-9.038426, 19.532586, 37.508660]],
  "atomic_forces_ev_per_a": [[-0.3, -0.6, -0.3], [-1.9, 1.9, 0.5], [1.8, 1.2, -1.5], [1.0, 0.9, 0.3], [-0.4, 0.7, -0.4], [-2.3, 1.5, -1.2], [0.0, -0.8, -0.4], [-1.7, -1.8, 0.8], [-0.4, -0.1, 0.1], [0.2, 0.5, 0.3], [0.3, -0.1, -0.2], [-0.4, 3.9, 1.9], [0.9, 1.6, 2.2], [0.1, 2.1, 2.0], [0.0, -0.3, 0.4], [0.5, 0.3, 0.0], [-0.3, 3.1, -0.7], [0.6, 0.2, 0.1], [-0.1, -0.7, 0.4], [-1.5, 0.9, -1.1], [0.5, 1.2, 3.2], [-0.3, 0.2, -0.3], [3.6, 0.5, 0.4], [0.3, 0.4, 0.0], [1.5, 2.4, 0.6], [-0.1, 0.7, 0.2], [0.2, -0.6, -0.8], [-4.6, -0.7, -2.8], [1.4, 1.8, -2.3], [0.9, 0.4, 0.0], [-1.1, 0.2, 0.3], [0.1, -0.4, 0.0], [-3.0, 1.3, 1.4], [0.9, 0.1, 0.3], [1.9, -0.2, 1.4], [-1.6, -1.8, -3.9], [1.5, 0.6, 0.0], [1.0, -0.6, -1.5], [0.1, 1.0, -0.2], [0.3, 1.2, 0.0], [-5.1, 1.8, -1.5], [0.1, 0.6, 0.0], [-0.4, 0.7, -0.6], [-0.9, 1.7, 2.9], [2.8, -0.9, 0.1], [1.2, -1.8, -0.2], [-1.0, -0.4, -0.7], [3.9, -1.0, -4.2], [0.8, -0.5, 0.1], [-0.1, 0.2, 0.2], [-1.1, 0.6, 1.2], [0.0, -0.2, 0.1], [0.8, -1.9, -2.4], [0.3, 0.0, 1.3], [-0.3, -0.4, -0.2], [-0.2, 0.2, 0.2], [-0.4, 0.0, -0.5], [1.4, -0.7, -0.7], [-0.6, 0.0, -0.3], [1.1, -1.6, -2.0], [0.0, 0.0, -0.3], [-0.3, 0.5, -0.4], [0.0, 0.1, 0.2], [-0.1, 0.0, 0.0], [0.8, 0.3, 0.1], [-0.3, -0.3, 0.3], [1.5, 1.1, 0.5], [2.0, -7.1, -0.6], [0.6, 1.2, 1.8], [-2.1, -1.4, 3.7], [-0.3, 3.4, 0.3], [-0.7, -0.4, 0.0], [0.4, 0.7, -0.4], [-0.3, 0.6, -1.0], [-0.2, -0.2, -0.2], [0.2, -0.1, -0.2], [3.6, -0.3, 2.8], [0.5, -0.4, 0.1], [-0.2, 0.3, 0.2], [-1.7, -1.3, -0.7], [0.5, 0.4, 0.1], [0.0, 0.3, 0.2], [2.0, -1.2, 0.1], [-0.1, -0.8, -0.6], [-0.6, 0.3, 1.6], [2.1, -0.4, 0.5], [-0.1, 0.2, 0.3], [2.9, 0.0, 2.8], [-0.7, -1.0, 0.8], [1.1, 1.4, 0.4], [0.6, -0.5, -0.8], [0.6, 1.2, 2.1], [-0.4, -0.9, -0.6], [1.5, 1.9, -0.1], [-3.1, 2.8, -1.9], [0.7, 1.4, 0.9], [0.0, -0.6, -0.2], [-0.2, -1.7, -0.9], [-0.1, -0.2, 0.3], [1.1, -2.7, -0.7], [-1.0, -0.2, -3.8], [-1.7, -1.3, -1.4], [1.5, 0.2, 1.1], [-1.7, 1.5, 0.8], [-2.8, -0.7, -0.4], [-2.6, 0.2, 0.5], [1.3, -0.9, -0.1], [0.1, -0.8, 0.2], [0.1, 0.0, 0.1], [2.0, 0.3, -0.2], [-4.0, 0.5, -1.5], [-0.7, 2.4, 2.6], [-0.7, 0.2, -0.4], [-0.7, 0.1, -0.1], [-0.3, -0.7, -0.1], [1.5, -1.6, 0.6], [0.5, -1.5, 0.2], [0.8, 0.2, -0.2], [3.2, -4.5, 4.0], [0.2, 0.0, 0.1], [0.1, 0.4, 0.0], [0.3, -0.2, 0.3], [0.2, -0.5, -2.3], [-0.2, 0.6, 0.2], [-1.4, 1.7, -0.6], [0.0, -0.5, 0.0], [0.4, 0.6, -2.5], [2.8, -0.4, 0.1], [-2.7, -1.3, -0.2], [1.3, -0.9, -0.6], [0.0, 0.9, -0.2], [1.1, -2.7, 0.6], [0.0, -0.3, 0.0], [0.7, -0.7, -1.8], [-2.4, -1.7, 2.1], [0.0, -0.2, -0.6], [-0.6, 0.2, -0.1], [0.1, -0.5, -0.3], [0.0, -0.2, -0.2], [-1.4, 1.6, -0.1], [-0.1, -0.1, 0.0], [-0.5, -0.1, 0.2], [0.6, -0.5, -0.1], [0.1, -0.2, 0.5], [1.4, -2.2, 0.3], [-0.2, -0.9, -0.2], [-1.0, 1.7, 1.4], [0.9, -2.4, -1.2], [0.1, 0.0, 0.6], [-0.6, 2.9, -0.9], [-0.6, -0.6, -0.5], [0.0, -0.1, 0.0], [-1.8, -0.4, 0.9], [0.2, 0.0, 0.0], [-1.1, 0.1, 1.2], [0.0, -0.9, 0.1], [-3.4, 0.5, 1.0], [0.0, -0.7, 0.7], [-1.4, 1.4, -1.3], [-1.2, 0.0, -0.1], [0.4, -0.3, -0.1], [0.3, 0.7, 0.0], [-0.1, 0.6, 1.3], [0.0, 0.0, -0.2], [-0.6, -1.3, -2.4], [-0.3, 0.6, 1.1], [-2.7, 1.6, -0.8], [0.2, -0.2, -0.2], [0.4, 0.0, 0.2], [0.5, -2.0, -1.8], [-0.4, -0.6, -0.8], [1.4, 0.6, 0.5], [0.5, -0.2, 0.5], [1.0, 0.2, 1.0], [0.0, 0.4, -0.1], [0.1, 0.2, 0.5], [0.7, -2.3, 0.5], [0.1, -0.2, -0.4], [1.0, 0.6, -0.3], [0.0, -0.1, 0.1]],
  "charge": 1,
  "multiplicity": 2,
  "homo_lumo_gap_ev": [6.00, 2.13]
}